Entry 1:
Density functional theory data (wB97M-V/def2-TZVPD) for a cluster of 3 separate species, C16H37BN2O3 in total in a non-equilibrium geometry.

Calculated values
ΔE to the lowest compared entry with this formula, charge and spin: 6.96 kcal per mole
Structure (SMILES): CCCB(C)CCCCCOC.CN(C)C=O.CN(C)C=O
HOMO-LUMO gap: 9.873 eV
LUMO energy: 0.71 eV
DFT total energy: -26990.3053 eV
Total charge: 0
Strongest force on any atom: 0.0251 hartree/bohr

Last column: Mulliken charge in e.
Geometry (Å):
C: 0.83625 2.22082 2.23636  -1.378
C: 0.41227 0.79201 1.77439  0.248
C: -0.94447 0.72339 1.02259  -0.719
B: -1.07314 1.58685 -0.31606  0.443
C: -2.55543 1.65369 -0.96967  -1.046
C: 0.07689 2.42533 -1.05894  -1.236
C: 1.43119 1.68315 -1.28887  0.091
C: 1.21970 0.23980 -1.80692  -0.102
C: 2.40602 -0.29243 -2.65793  -0.298
C: 2.78385 0.60094 -3.88358  -0.786
O: 4.18819 0.86021 -3.85011  -0.450
C: 4.46627 2.13361 -3.29810  -0.588
H: 0.56101 2.35062 3.29244  0.369
H: 0.39128 3.04131 1.65870  0.290
H: 1.93448 2.28102 2.15234  0.335
H: 1.22674 0.29860 1.22833  -0.252
H: 0.29485 0.18825 2.69583  0.530
H: -1.23027 -0.31721 0.77383  0.293
H: -1.72533 1.07671 1.71880  0.188
H: -2.54678 1.54258 -2.06304  0.324
H: -3.19264 0.86576 -0.52435  0.155
H: -3.02280 2.60774 -0.65105  0.333
H: -0.31403 2.66890 -2.07072  0.272
H: 0.21746 3.40813 -0.56824  0.437
H: 2.02520 2.31293 -1.97211  0.295
H: 2.00452 1.67458 -0.34599  0.100
H: 0.30736 0.13162 -2.42266  0.251
H: 1.11697 -0.40773 -0.90651  -0.086
H: 3.31057 -0.48016 -2.05928  0.238
H: 2.12083 -1.27665 -3.07393  0.220
H: 2.53029 0.09466 -4.82923  0.350
H: 2.23698 1.56051 -3.89617  0.420
H: 5.52498 2.38235 -3.45554  0.280
H: 4.24915 2.08470 -2.21574  0.211
H: 3.87146 2.93349 -3.77805  0.279
C: 2.57033 -5.20121 0.62738  -0.962
N: 2.52544 -3.86376 0.07163  0.149
C: 2.63211 -3.68975 -1.36563  -0.817
C: 2.38641 -2.76950 0.85196  0.016
O: 2.34254 -1.62635 0.44571  -0.573
H: 3.51991 -5.67306 0.36537  0.340
H: 1.74839 -5.79338 0.21906  0.339
H: 2.47849 -5.16865 1.71162  0.292
H: 3.49853 -3.06785 -1.59618  0.285
H: 1.73837 -3.18798 -1.74002  0.219
H: 2.73797 -4.65656 -1.85290  0.401
H: 2.31336 -3.00999 1.92428  0.280
C: -6.46181 0.46928 3.90606  -0.940
N: -5.33840 0.14738 3.04945  0.127
C: -5.53939 0.07867 1.61308  -0.781
C: -4.10337 -0.09182 3.54681  0.091
O: -3.12788 -0.36528 2.87971  -0.556
H: -7.24601 -0.27996 3.77617  0.333
H: -6.85472 1.45266 3.63831  0.338
H: -6.15522 0.48316 4.95055  0.292
H: -5.27917 -0.91884 1.25438  0.298
H: -4.89112 0.80313 1.11776  0.149
H: -6.57754 0.29361 1.36966  0.385
H: -4.05709 -0.01402 4.64494  0.286



Entry 2:
Density functional theory data (wB97M-V/def2-TZVPD) for a cluster of 3 separate species, C16H37INO in total.

Calculated values
HOMO-LUMO gap: 4.773 eV
LUMO energy: 2.58 eV
DFT total energy: -28829.5989 eV
Total charge: -1
Strongest force on any atom: 0.0043 hartree/bohr

Last column: Mulliken charge in e.
Geometry (Å):
C: 1.15806 -3.15499 3.55759  -1.077
C: 0.79072 -1.89930 2.76500  -0.290
O: -0.58936 -1.74774 2.55131  -0.208
C: -1.35983 -1.50507 3.74089  -0.617
C: -2.34473 -2.63793 4.08321  -0.360
N: -3.70992 -2.21617 3.87100  -0.892
I: -4.72019 -3.55811 2.65009  -0.296
H: 0.44789 -3.30606 4.37009  0.275
H: 1.12314 -4.04000 2.92101  0.296
H: 2.15826 -3.07997 3.98902  0.366
H: 1.23519 -1.94682 1.76713  0.155
H: 1.19663 -1.00493 3.26426  0.394
H: -1.94758 -0.60439 3.55489  0.320
H: -0.66369 -1.29933 4.56616  0.440
H: -2.15800 -2.91681 5.14804  0.149
H: -2.01418 -3.50200 3.49544  0.358
C: -1.30526 4.24942 1.87521  -1.364
C: -0.85347 3.55020 0.59784  -0.239
C: -2.01043 3.03345 -0.25543  -0.632
C: -2.90842 2.00790 0.43980  -1.061
C: -2.18164 0.76682 0.95183  0.020
C: -1.49829 -0.03510 -0.14587  -0.815
H: -1.84131 3.56569 2.53438  0.297
H: -0.45583 4.64624 2.43374  0.395
H: -1.97561 5.08237 1.64667  0.310
H: -0.18931 2.72091 0.85746  0.228
H: -0.25508 4.24144 -0.00381  0.430
H: -1.60296 2.59963 -1.17351  0.175
H: -2.62453 3.88494 -0.57114  0.431
H: -3.68645 1.69483 -0.26451  0.417
H: -3.43451 2.48557 1.27113  0.349
H: -2.89448 0.12334 1.47283  0.480
H: -1.43877 1.04629 1.70565  -0.012
H: -2.22228 -0.36163 -0.89782  0.355
H: -1.02999 -0.92161 0.28061  0.421
H: -0.72421 0.54548 -0.65658  -0.175
C: 3.84882 -1.84543 -4.48655  -1.218
C: 3.63882 -1.16299 -3.13928  -0.485
C: 2.19592 -1.22642 -2.64055  -0.445
C: 1.16639 -0.57691 -3.56751  -0.676
C: 1.44567 0.88701 -3.90728  -0.475
C: 1.47070 1.79221 -2.68155  -0.835
H: 3.27235 -1.36035 -5.27614  0.278
H: 4.89811 -1.82436 -4.78513  0.385
H: 3.53328 -2.89070 -4.44477  0.293
H: 3.96212 -0.11967 -3.20630  0.223
H: 4.28662 -1.62959 -2.39244  0.395
H: 2.13940 -0.76303 -1.65243  0.206
H: 1.91560 -2.27392 -2.49253  0.407
H: 0.18565 -0.64884 -3.08754  0.282
H: 1.09071 -1.14991 -4.49605  0.379
H: 0.67279 1.23679 -4.59709  0.375
H: 2.39310 0.97133 -4.44913  0.261
H: 0.52096 1.73243 -2.14608  -0.086
H: 1.63092 2.83528 -2.95948  0.449
H: 2.26251 1.51053 -1.98579  0.266



Entry 3:
Density functional theory data (wB97M-V/def2-TZVPD) for a structure of composition C16H37N3O11V in a non-equilibrium geometry.

Calculated values
HOMO-LUMO gap: 6.403 eV
LUMO energy: 2.30 eV
DFT total energy: -69870.0153 eV
Total charge: -1
Strongest force on any atom: 0.1223 hartree/bohr

Last column: Mulliken charge in e.
Geometry (Å):
O: 2.54990 2.10765 -1.26324  -0.458
V: 1.67706 0.80963 -1.79811  1.343
O: 1.23272 -0.01225 -0.49906  -0.275
O: 2.16968 3.75976 -5.23059  -0.507
C: 2.33296 2.68756 -4.47295  0.627
O: 1.48290 2.30278 -3.66910  -0.575
O: 3.27652 1.98618 -4.61908  -0.654
H: 2.99715 3.65465 -5.70583  0.282
C: 5.20705 -2.23079 -2.36520  -1.380
C: 3.86824 -1.56647 -1.97783  0.245
O: 3.51698 -0.45658 -2.74640  -0.738
H: 5.91212 -1.44566 -2.09216  0.288
H: 5.35553 -2.43878 -3.42482  0.305
H: 5.57095 -3.15572 -1.91778  0.359
H: 3.85998 -1.38284 -0.90344  0.173
H: 3.19444 -2.41860 -2.06712  -0.012
C: -1.76963 -4.00731 5.12355  -0.596
O: -2.20212 -3.95631 3.76210  -0.384
C: -2.67050 -2.73650 3.19218  -0.804
C: -1.57847 -1.63781 3.11832  0.123
O: -0.43089 -2.16424 2.39145  -0.347
C: 0.78253 -1.46783 2.58933  -0.659
H: -0.70579 -3.77032 5.13640  0.163
H: -2.06617 -5.01433 5.41695  0.234
H: -2.35732 -3.20326 5.56651  0.335
H: -3.55242 -2.38564 3.72809  0.431
H: -3.19720 -2.94774 2.26155  0.378
H: -1.34822 -1.43558 4.16436  0.318
H: -1.98458 -0.67963 2.79420  0.021
H: 0.63063 -0.44334 2.24956  0.087
H: 1.72322 -1.79847 2.14900  0.314
H: 1.06945 -1.54618 3.63797  0.336
C: -1.69753 2.64669 -1.17751  -0.392
O: -0.53065 2.34686 -1.36189  -0.437
N: -2.49215 2.26212 -0.14569  0.573
C: -3.81575 2.79617 0.04037  -1.125
C: -1.98538 1.22406 0.73902  -0.898
H: -2.20627 3.26888 -1.93000  0.396
H: -4.62199 2.15306 -0.31245  0.280
H: -3.89495 3.79877 -0.37988  0.393
H: -3.86613 3.00249 1.10948  0.354
H: -1.88260 1.70697 1.71079  0.223
H: -2.60787 0.33742 0.85937  0.350
H: -0.97249 0.87298 0.54183  0.158
C: 0.10891 -1.51225 -3.86293  0.214
O: 0.51500 -0.54634 -3.18730  -0.550
N: -0.27657 -2.70260 -3.40494  0.189
C: -0.15236 -3.14103 -1.96646  -0.810
C: -0.90107 -3.72389 -4.24915  -0.929
H: 0.10659 -1.50633 -4.96392  0.249
H: -0.63602 -4.07790 -1.68993  0.378
H: -0.80054 -2.44574 -1.43303  0.343
H: 0.86823 -3.05323 -1.59396  0.113
H: -0.91969 -3.25693 -5.23388  0.261
H: -0.55795 -4.75176 -4.13145  0.272
H: -1.86591 -3.68563 -3.74346  0.394
C: -1.33182 4.48364 2.17079  0.096
O: -2.27803 4.13627 2.90234  -0.657
N: -0.13452 3.84884 2.25779  0.235
C: 0.92824 3.99340 1.26597  -1.090
C: 0.12035 2.92872 3.36463  -0.959
H: -1.30862 5.17131 1.31128  0.372
H: 1.47758 3.06545 1.10711  0.314
H: 1.76552 4.57523 1.65132  0.439
H: 0.70846 4.46002 0.30573  0.331
H: -0.53935 3.20206 4.18814  0.339
H: 0.00466 1.89169 3.04951  0.149
H: 1.12595 3.22452 3.66358  0.462